Computed, not measured: one molecule with the formula C20H28N2O4, with ωB97M-V with the def2-TZVPD basis set.

Results
- structure (SMILES) = CCN(CC)CCCN1C(=O)C(O)=C(C(C)=O)[C@@H]1c1cccc(OC)c1
- multiplicity = 1
- energy above the lowest of the compared OMol25 structures with the same formula, charge and spin (kJ/mol) = 257.9
- molar mass (g mol⁻¹) = 360.5
- E_HOMO (eV) = -8.316
- frontier orbital gap (eV) = 8.5
- E (Eh) = -1189.381254

CARTESIAN COORDINATES (ANGSTROEM)
C: 5.038 2.634 0.120
C: 4.613 1.212 -0.237
N: 3.279 0.918 0.262
C: 3.097 -0.461 0.677
C: 3.055 -1.509 -0.443
C: 2.249 1.434 -0.622
C: 0.857 1.373 0.000
C: -0.175 2.068 -0.892
N: -1.528 1.798 -0.471
C: -2.163 2.453 0.516
O: -1.784 3.396 1.187
C: -3.508 1.822 0.647
O: -4.353 2.308 1.554
C: -3.624 0.820 -0.250
C: -4.739 -0.087 -0.522
C: -5.941 0.096 0.364
O: -4.683 -0.917 -1.405
C: -2.325 0.713 -1.014
C: -1.660 -0.633 -0.826
C: -1.242 -1.378 -1.919
C: -0.599 -2.585 -1.717
C: -0.353 -3.058 -0.440
C: -0.771 -2.317 0.660
O: -0.579 -2.668 1.960
C: 0.097 -3.871 2.239
C: -1.431 -1.106 0.455
H: 4.922 2.792 1.188
H: 4.438 3.373 -0.404
H: 6.081 2.787 -0.150
H: 5.313 0.518 0.233
H: 4.684 1.070 -1.329
H: 3.920 -0.697 1.357
H: 2.173 -0.519 1.258
H: 2.168 -1.388 -1.060
H: 3.032 -2.505 -0.009
H: 3.938 -1.431 -1.074
H: 2.493 2.479 -0.823
H: 2.236 0.905 -1.593
H: 0.876 1.853 0.978
H: 0.555 0.335 0.129
H: -0.071 1.724 -1.925
H: -0.026 3.151 -0.859
H: -3.891 3.046 1.997
H: -6.310 1.116 0.279
H: -5.657 -0.062 1.402
H: -6.720 -0.607 0.082
H: -2.496 0.875 -2.086
H: -1.428 -1.022 -2.921
H: -0.276 -3.169 -2.566
H: 0.158 -4.000 -0.316
H: 0.136 -3.941 3.325
H: -0.442 -4.737 1.841
H: 1.116 -3.860 1.841
H: -1.747 -0.541 1.319

Partial atomic charges computed with the Löwdin method, in multiples of e:
1 C -0.087
2 C -0.269
3 N -0.193
4 C -0.246
5 C -0.072
6 C -0.207
7 C -0.142
8 C -0.114
9 N 0.006
10 C -0.389
11 O 0.090
12 C -0.168
13 O 0.115
14 C -0.045
15 C -0.396
16 C 0.002
17 O 0.101
18 C -0.165
19 C -0.181
20 C -0.034
21 C -0.070
22 C -0.028
23 C -0.265
24 O -0.080
25 C -0.085
26 C 0.045
27 H 0.075
28 H 0.059
29 H 0.068
30 H 0.113
31 H 0.116
32 H 0.113
33 H 0.104
34 H 0.053
35 H 0.066
36 H 0.069
37 H 0.116
38 H 0.124
39 H 0.132
40 H 0.084
41 H 0.133
42 H 0.135
43 H 0.130
44 H 0.090
45 H 0.092
46 H 0.086
47 H 0.170
48 H 0.115
49 H 0.108
50 H 0.104
51 H 0.094
52 H 0.097
53 H 0.089
54 H 0.141

Computed, not measured: one molecule with the formula C20H28N2O6, with ωB97M-V with the def2-TZVPD basis set.

Results
- structure (SMILES) = COc1cc(OC)cc(C(=O)NCC(=O)OCC(=O)N2C[C@H](C)C[C@H](C)C2)c1
- multiplicity = 1
- energy above the lowest of the compared OMol25 structures with the same formula, charge and spin (kJ/mol) = 248.9
- molar mass (g mol⁻¹) = 392.5
- E_HOMO (eV) = -8.513
- frontier orbital gap (eV) = 9.1
- E (Eh) = -1339.902662

CARTESIAN COORDINATES (ANGSTROEM)
C: -5.974 -3.481 0.869
O: -4.864 -2.653 0.615
C: -5.084 -1.344 0.317
C: -6.334 -0.754 0.241
C: -6.454 0.599 -0.088
O: -7.728 1.070 -0.147
C: -7.924 2.420 -0.498
C: -5.317 1.354 -0.326
C: -4.059 0.761 -0.235
C: -2.890 1.644 -0.514
O: -2.986 2.688 -1.131
N: -1.697 1.206 -0.041
C: -0.505 2.002 -0.166
C: 0.522 1.536 0.841
O: 0.349 0.606 1.591
O: 1.635 2.254 0.762
C: 2.708 1.953 1.657
C: 4.035 1.826 0.894
O: 4.930 2.620 1.115
N: 4.140 0.840 -0.014
C: 5.369 0.711 -0.773
C: 6.119 -0.567 -0.387
C: 7.397 -0.702 -1.207
C: 5.193 -1.767 -0.590
C: 3.895 -1.587 0.196
C: 2.933 -2.749 -0.030
C: 3.231 -0.264 -0.215
C: -3.938 -0.582 0.078
H: -5.564 -4.466 1.082
H: -6.635 -3.543 -0.001
H: -6.545 -3.131 1.736
H: -7.244 -1.302 0.419
H: -7.524 2.637 -1.493
H: -7.466 3.095 0.232
H: -9.003 2.569 -0.500
H: -5.359 2.398 -0.590
H: -1.637 0.433 0.607
H: -0.736 3.062 -0.008
H: -0.076 1.916 -1.173
H: 2.816 2.799 2.341
H: 2.476 1.049 2.230
H: 5.978 1.593 -0.569
H: 5.118 0.685 -1.839
H: 6.382 -0.499 0.674
H: 7.934 -1.605 -0.927
H: 7.165 -0.757 -2.269
H: 8.048 0.152 -1.042
H: 5.695 -2.682 -0.269
H: 4.961 -1.870 -1.654
H: 4.137 -1.527 1.263
H: 2.021 -2.607 0.545
H: 2.669 -2.826 -1.082
H: 3.392 -3.685 0.278
H: 2.315 -0.136 0.355
H: 2.968 -0.307 -1.279
H: -2.986 -1.085 0.120

Partial atomic charges computed with the Löwdin method, in multiples of e:
1 C -0.087
2 O -0.078
3 C -0.261
4 C 0.064
5 C -0.258
6 O -0.077
7 C -0.082
8 C 0.034
9 C -0.122
10 C -0.440
11 O 0.075
12 N 0.078
13 C -0.062
14 C -0.479
15 O 0.108
16 O 0.034
17 C -0.043
18 C -0.419
19 O 0.067
20 N -0.036
21 C -0.111
22 C -0.353
23 C -0.067
24 C -0.149
25 C -0.349
26 C -0.063
27 C -0.113
28 C 0.043
29 H 0.093
30 H 0.097
31 H 0.097
32 H 0.117
33 H 0.098
34 H 0.097
35 H 0.093
36 H 0.111
37 H 0.121
38 H 0.145
39 H 0.148
40 H 0.142
41 H 0.131
42 H 0.127
43 H 0.139
44 H 0.149
45 H 0.078
46 H 0.081
47 H 0.079
48 H 0.123
49 H 0.128
50 H 0.149
51 H 0.078
52 H 0.082
53 H 0.079
54 H 0.103
55 H 0.144
56 H 0.121

Among the records above, which one has the highest E_HOMO? C20H28N2O4

Which value of frontier orbital gap does entry 2 give? 9.1 eV